Formula: C6H17N2
Source: OMol25
Level of theory: wB97M-V/def2-TZVPD

```
25
C6H17N2 wB97M-V/def2-TZVPD
C -2.73 -1.63 0.71
C -2.38 -0.56 1.75
C -1.05 0.20 1.49
N -0.67 0.40 0.09
C 0.25 -0.61 -0.45
C 1.66 -0.11 -0.21
N 1.87 1.17 -0.99
C 2.88 1.09 -2.08
H -1.94 -2.34 0.48
H -3.59 -2.20 1.04
H -3.12 -1.12 -0.18
H -3.22 0.13 1.75
H -2.24 -0.99 2.74
H -0.28 -0.37 1.99
H -1.08 1.15 2.01
H -1.49 0.34 -0.50
H 0.18 -1.61 -0.02
H 0.06 -0.76 -1.51
H 1.84 0.12 0.84
H 2.42 -0.84 -0.45
H 0.94 1.39 -1.36
H 2.05 1.94 -0.34
H 3.65 0.37 -1.84
H 3.40 2.04 -2.16
H 2.39 0.85 -3.01
```

The energy above the lowest of the compared OMol25 structures with the same formula, charge and spin is 20.7 kcal per mole. Its total charge is +1. For the HOMO energy, the calculation gives -13.090 eV. The molecular weight is 117.216 g/mol. Its SMILES is CCCNCC[NH2+]C.

Formula: C31H42N3OPTl
Source: OMol25
Level of theory: wB97M-V/def2-TZVPD

```
79
C31H42N3OPTl wB97M-V/def2-TZVPD
Tl -0.97 1.00 -0.58
N -1.72 -1.26 0.59
N -0.42 -2.38 -1.73
C 2.29 0.96 -0.45
C 2.40 -0.37 0.02
C 1.94 -0.39 1.36
C 1.89 -1.65 2.12
H 1.89 -2.54 1.48
H 0.96 -1.71 2.71
H 2.74 -1.76 2.81
C 1.52 0.95 1.70
C 0.92 1.52 2.91
H 1.65 2.02 3.57
H 0.38 0.75 3.48
H 0.17 2.30 2.68
C 1.71 1.76 0.56
C 1.28 3.17 0.44
H 0.39 3.37 1.05
H 1.04 3.40 -0.61
H 2.08 3.85 0.77
C 2.88 -1.53 -0.74
H 3.95 -1.70 -0.54
H 2.76 -1.36 -1.81
H 2.35 -2.45 -0.46
C 2.70 1.48 -1.77
H 1.88 2.09 -2.18
H 2.93 0.65 -2.45
H 3.59 2.12 -1.68
C -2.00 -0.73 1.97
H -2.44 0.26 1.76
C -2.79 -1.63 2.82
H -3.40 -1.17 3.60
C -2.40 -2.95 2.79
H -2.62 -3.61 3.63
C -1.64 -3.42 1.71
H -1.17 -4.40 1.68
C -1.32 -2.54 0.58
C -0.62 -3.05 -0.57
H -0.22 -4.07 -0.50
C -0.27 -0.99 -1.85
C -0.31 -3.01 -3.01
H -0.40 -4.08 -3.15
C -0.33 -2.03 -3.92
H -0.40 -2.08 -4.99
N -0.34 -0.81 -3.22
C -0.56 0.47 -3.82
C 0.45 1.08 -4.57
C 0.25 2.40 -5.02
H 1.04 2.87 -5.60
C -0.92 3.09 -4.75
C -1.13 4.49 -5.26
H -1.02 5.24 -4.47
H -2.14 4.60 -5.66
H -0.42 4.73 -6.05
C -1.93 2.46 -4.02
H -2.85 2.98 -3.81
C -1.77 1.13 -3.56
C -2.93 0.46 -2.88
H -3.39 -0.30 -3.54
H -3.68 1.21 -2.62
H -2.68 -0.09 -1.96
C 1.71 0.36 -4.93
H 1.63 -0.13 -5.91
H 2.00 -0.40 -4.19
H 2.53 1.09 -5.01
C -1.00 -1.90 6.32
P -0.61 -1.11 4.64
C -1.53 0.43 5.05
C 1.13 -0.68 5.18
O -0.74 -0.62 2.65
H -2.07 -2.15 6.38
H -0.75 -1.19 7.12
H -0.39 -2.81 6.44
H -0.95 1.10 5.70
H -1.82 0.94 4.13
H -2.45 0.12 5.58
H 1.14 0.14 5.92
H 1.77 -0.40 4.33
H 1.56 -1.57 5.65
```

The energy above the lowest of the compared OMol25 structures with the same formula, charge and spin is 101.7 kcal per mole. Its total charge is -1. For the HOMO energy (spin up / spin down), the calculation gives -2.309 / -2.279 eV. The molecular weight is 708.054 g/mol.

Formula: C35H56ClF2N2OPSi2
Source: OMol25
Level of theory: wB97M-V/def2-TZVPD

```
100
C35H56ClF2N2OPSi2 wB97M-V/def2-TZVPD
C 1.75 -6.84 3.35
C 1.01 -5.35 3.15
P -0.13 -4.90 4.62
C -1.53 -6.20 4.60
Si -1.08 -2.91 4.34
Cl -2.05 -2.69 2.42
C -2.54 -2.86 5.65
C -3.98 -3.36 4.96
C -4.78 -2.00 4.50
C -6.06 -2.30 3.47
C -6.81 -0.81 3.30
C -7.73 -0.70 1.94
C -9.24 -1.21 2.35
C -9.42 -2.81 2.06
O -9.09 -3.09 0.64
C -10.07 -4.03 0.04
C 0.28 -1.60 4.70
F 1.59 -2.32 4.62
F 0.10 -1.17 6.13
C 0.20 -0.24 3.78
C 1.66 0.18 3.10
Si 1.70 -0.48 1.29
C 1.71 -2.44 1.39
C 0.16 0.23 0.39
C 3.36 -0.04 0.33
C 4.81 0.23 1.08
C 6.11 0.54 0.09
C 5.93 0.56 -1.54
C 4.47 0.32 -2.30
C 3.18 0.01 -1.33
H 2.43 -7.06 2.39
H 0.99 -7.70 3.59
H 2.54 -6.66 4.23
H 1.91 -4.57 3.18
H 0.49 -5.40 2.10
H -2.10 -6.10 5.64
H -1.05 -7.27 4.53
H -2.24 -5.97 3.69
H -2.31 -3.68 6.47
H -2.69 -1.79 6.12
H -3.82 -4.15 4.10
H -4.61 -3.88 5.81
H -5.13 -1.45 5.47
H -4.08 -1.25 3.89
H -5.71 -2.72 2.42
H -6.76 -3.09 4.00
H -7.40 -0.65 4.31
H -5.93 -0.01 3.22
H -7.75 0.46 1.65
H -7.22 -1.32 1.09
H -9.40 -1.05 3.52
H -10.05 -0.52 1.82
H -10.53 -3.11 2.34
H -8.68 -3.44 2.74
H -10.95 -3.42 -0.46
H -9.54 -4.70 -0.76
H -10.57 -4.74 0.85
H -0.68 -0.27 3.00
H -0.05 0.66 4.52
H 2.58 -0.11 3.77
H 1.64 1.37 3.02
H 2.19 -2.79 0.36
H 0.64 -2.89 1.55
H 2.49 -2.70 2.23
H -0.54 -0.64 -0.01
H 0.49 0.93 -0.52
H -0.54 0.89 1.09
H 4.90 0.18 2.25
H 7.19 0.72 0.57
H 6.85 0.75 -2.26
H 4.30 0.34 -3.46
H 2.11 -0.19 -1.82
C 3.73 4.19 -1.58
N 4.06 4.57 -2.97
C 3.40 3.97 -3.99
C 3.66 4.34 -5.31
C 4.60 5.32 -5.60
C 5.29 5.90 -4.52
C 5.00 5.50 -3.21
C 4.87 5.78 -6.98
C 4.70 7.12 -7.33
C 4.99 7.56 -8.62
N 5.45 6.70 -9.55
C 5.60 5.38 -9.25
C 5.31 4.91 -7.97
C 5.81 7.18 -10.90
H 3.88 3.11 -1.48
H 2.69 4.47 -1.40
H 4.39 4.72 -0.88
H 2.66 3.22 -3.73
H 3.09 3.85 -6.10
H 6.05 6.66 -4.68
H 5.52 5.94 -2.36
H 4.33 7.85 -6.60
H 4.87 8.60 -8.91
H 5.97 4.73 -10.04
H 5.47 3.85 -7.76
H 5.22 6.61 -11.62
H 6.88 7.01 -11.03
H 5.59 8.24 -10.98
```

Its total charge is +2. For the HOMO energy, the calculation gives -10.418 eV. The molecular weight is 681.441 g/mol.

Listing energy for the structures above in their given order: -9471.139, -53323.189, -85204.922 eV.